No. 1
The following is a DFT calculation (ωB97M-V with the def2-TZVPD basis set) of a structure of composition C37H38N2O6P2PtS in a non-equilibrium geometry.

The calculation puts the molar mass at 895.81 g mol⁻¹. As for the charge: 0. Its relative energy (zero: lowest compared OMol25 entry of this formula, charge and spin) is 52.3 kcal per mole. The HOMO energy (alpha / beta) is -7.51 / -7.75 eV. As for the total energy: -3193.9388 hartree. The HOMO-LUMO gap (alpha / beta) is 6.694 / 6.505 eV. Its LUMO energy (alpha / beta) is -0.81 / -1.24 eV.

Each line ends with the Mulliken charge.
Element x y z (Å)
Pt  0.092  -0.721  1.693  1.928
C  2.072  -3.751  -0.558  -1.237
N  1.476  -2.436  -0.334  0.937
P  -0.208  -2.192  -0.093  0.281
C  -0.864  -1.582  -1.677  0.446
C  -0.065  -1.237  -2.758  0.070
C  -0.628  -0.655  -3.883  -0.635
C  -1.994  -0.416  -3.937  -0.506
C  -2.801  -0.791  -2.871  -0.731
C  -2.241  -1.370  -1.746  -0.705
C  -0.865  -3.887  -0.078  0.382
C  -1.026  -4.587  -1.272  -0.487
C  -1.512  -5.882  -1.248  -0.780
C  -1.846  -6.477  -0.039  -0.538
C  -1.699  -5.777  1.148  -0.594
C  -1.206  -4.481  1.133  -0.388
P  2.301  -1.273  0.645  -0.297
C  3.124  -2.356  1.929  0.944
C  4.386  -2.926  1.756  -0.285
C  4.962  -3.692  2.757  -0.709
C  4.297  -3.889  3.957  -0.539
C  3.049  -3.317  4.149  -0.739
C  2.469  -2.560  3.142  -0.558
C  3.782  -0.849  -0.335  0.725
C  3.887  -1.151  -1.687  -0.189
C  5.029  -0.810  -2.393  -0.912
C  6.069  -0.144  -1.760  -0.518
C  5.954  0.190  -0.419  -0.701
C  4.814  -0.154  0.289  -0.666
H  1.696  -4.186  -1.485  0.270
H  1.863  -4.451  0.257  0.291
H  3.152  -3.637  -0.643  0.522
H  0.999  -1.403  -2.700  0.030
H  0.006  -0.377  -4.714  0.423
H  -2.434  0.066  -4.800  0.394
H  -3.868  -0.615  -2.914  0.423
H  -2.871  -1.661  -0.912  0.425
H  -0.767  -4.115  -2.211  0.479
H  -1.637  -6.427  -2.174  0.414
H  -2.222  -7.491  -0.028  0.389
H  -1.974  -6.240  2.086  0.431
H  -1.086  -3.920  2.053  0.451
H  4.927  -2.775  0.831  0.335
H  5.940  -4.128  2.595  0.408
H  4.749  -4.481  4.742  0.387
H  2.527  -3.445  5.088  0.461
H  1.493  -2.115  3.299  0.226
H  3.064  -1.641  -2.188  -0.085
H  5.117  -1.059  -3.443  0.436
H  6.961  0.127  -2.309  0.388
H  6.755  0.722  0.078  0.417
H  4.716  0.117  1.334  0.448
C  -1.040  0.230  5.530  -1.140
C  -0.502  -0.217  4.196  0.996
O  0.155  0.597  3.490  -0.788
O  -0.706  -1.396  3.800  -0.702
H  -1.843  0.949  5.370  0.286
H  -0.253  0.729  6.092  0.318
H  -1.428  -0.624  6.078  0.317
C  -7.143  5.742  -0.498  -1.393
C  -5.642  5.801  -0.566  0.842
C  -4.859  4.828  0.052  -1.013
C  -3.477  4.898  0.012  -0.318
C  -2.872  5.944  -0.664  0.224
C  -3.629  6.924  -1.281  -0.399
C  -5.012  6.852  -1.229  -0.682
S  -1.102  6.097  -0.692  1.376
O  -0.620  6.022  0.656  -0.642
O  -0.761  7.238  -1.496  -0.742
N  -0.602  4.747  -1.541  -0.300
C  -0.013  3.674  -0.732  -0.419
C  0.350  2.473  -1.593  -0.596
C  0.526  1.215  -0.734  0.825
O  1.448  0.447  -1.077  -0.550
O  -0.294  1.059  0.207  -0.901
H  -7.490  4.723  -0.336  0.363
H  -7.586  6.127  -1.416  0.374
H  -7.502  6.357  0.329  0.289
H  -5.339  4.013  0.579  0.359
H  -2.873  4.156  0.515  0.411
H  -3.124  7.739  -1.780  0.470
H  -5.611  7.621  -1.700  0.380
H  0.008  5.051  -2.291  0.335
H  -0.756  3.366  0.001  0.227
H  0.864  4.027  -0.184  0.243
H  1.272  2.637  -2.151  0.349
H  -0.457  2.263  -2.300  0.238

Forces on atoms 1 to 3 (eV/Å):
-0.700 0.256 -0.609
-0.065 -0.093 -0.296
-0.151 0.103 0.257

=====

No. 2
The following is a DFT calculation (ωB97M-V with the def2-TZVPD basis set) of a structure of composition C37H38N5O7SSiTa in a non-equilibrium geometry.

The calculation puts the molar mass at 905.84 g mol⁻¹. As for the charge: +2. Its relative energy (zero: lowest compared OMol25 entry of this formula, charge and spin) is 0.0 kcal per mole. The HOMO energy is -13.39 eV. As for the total energy: -2977.3843 hartree. The HOMO-LUMO gap is 6.795 eV. Its LUMO energy is -6.60 eV.

Each line ends with the Mulliken charge.
Element x y z (Å)
Ta  -0.262  -1.188  -0.513  1.025
O  -1.135  -1.645  -2.325  -0.712
C  -1.675  -2.721  -2.731  -0.109
C  -1.852  -3.881  -2.009  0.570
C  -2.493  -4.992  -2.589  -0.560
C  -2.531  -6.134  -1.877  -0.428
C  -2.140  -6.269  -0.531  -0.271
C  -1.540  -5.203  0.071  -1.138
C  -1.226  -4.077  -0.740  0.484
O  -0.374  -3.187  -0.291  -0.229
N  -3.126  -7.300  -2.511  0.989
O  -3.702  -7.156  -3.568  -0.579
O  -2.938  -8.334  -1.940  -0.587
H  -2.093  -2.628  -3.760  0.391
H  -2.949  -4.840  -3.542  0.595
H  -2.373  -7.229  -0.019  0.480
H  -1.195  -5.306  1.084  0.507
C  -4.379  -1.648  3.292  -1.005
Si  -4.054  0.276  3.257  0.347
C  -5.389  0.760  2.043  -1.118
C  -4.341  0.951  4.950  -1.278
C  -2.274  0.629  2.696  -0.024
C  -1.343  1.018  3.656  -0.175
C  0.002  0.966  3.432  -1.538
C  0.545  0.414  2.277  -0.381
N  -0.312  0.105  1.274  0.106
C  -1.638  0.222  1.519  0.554
S  -2.456  -0.574  0.189  -0.614
H  -5.337  -1.883  3.866  0.343
H  -3.587  -2.266  3.740  0.374
H  -4.595  -2.079  2.240  0.231
H  -5.576  1.812  1.761  0.362
H  -6.311  0.353  2.414  0.403
H  -5.167  0.282  1.137  0.357
H  -5.358  0.803  5.247  0.377
H  -4.137  1.965  5.173  0.456
H  -3.764  0.423  5.767  0.368
H  -1.683  1.295  4.662  0.475
H  0.699  1.217  4.190  0.614
H  1.595  0.247  2.147  0.498
C  2.000  4.242  1.235  -0.950
O  2.195  3.345  0.170  0.090
C  3.222  3.609  -0.701  1.305
C  4.209  4.562  -0.472  -0.916
C  5.214  4.768  -1.379  -0.834
C  5.215  4.097  -2.582  -0.748
C  4.297  3.035  -2.786  -0.521
C  3.299  2.865  -1.864  -0.367
N  2.115  2.019  -2.152  0.194
C  1.877  0.840  -1.554  0.476
N  2.844  0.275  -0.870  0.331
C  2.819  -0.865  -0.104  0.389
C  1.675  -1.525  0.333  -0.531
C  1.772  -2.489  1.359  -0.003
C  3.010  -2.812  1.908  -1.160
C  4.145  -2.217  1.419  -0.264
C  4.045  -1.195  0.501  0.585
O  5.080  -0.523  -0.036  -0.479
C  6.441  -0.962  -0.012  -0.927
N  0.602  0.308  -1.598  0.302
C  -0.396  1.063  -2.360  -0.120
C  -0.505  0.835  -3.717  0.247
C  -1.499  1.463  -4.494  -1.068
C  -2.407  2.284  -3.831  -0.823
C  -2.290  2.565  -2.482  -0.860
C  -1.259  1.998  -1.740  0.148
O  -0.989  2.157  -0.427  0.697
C  -1.776  3.118  0.299  -1.309
H  2.953  4.564  1.594  0.535
H  1.423  3.666  1.954  0.154
H  1.480  5.156  0.970  0.329
H  4.163  5.204  0.356  0.428
H  5.899  5.542  -1.186  0.494
H  5.972  4.250  -3.344  0.403
H  4.287  2.510  -3.741  0.456
H  1.301  2.477  -2.438  0.280
H  3.730  0.794  -0.855  0.366
H  0.863  -2.928  1.810  0.453
H  3.120  -3.502  2.751  0.417
H  5.175  -2.431  1.735  0.503
H  6.953  -0.371  -0.745  0.270
H  6.426  -2.022  -0.201  0.418
H  6.874  -0.764  0.973  0.349
H  0.279  0.232  -4.198  0.448
H  -1.473  1.304  -5.553  0.537
H  -3.186  2.792  -4.449  0.408
H  -2.975  3.296  -2.076  0.548
H  -1.249  3.278  1.235  0.202
H  -2.816  2.856  0.506  0.347
H  -1.696  4.038  -0.301  0.610

Forces on atoms 1 to 3 (eV/Å):
0.199 -0.227 0.004
0.281 -0.698 0.155
-0.630 1.344 -1.290